# 1
C12H18BF2IN4O4 | wB97M-V/def2-TZVPD

The geometry in XYZ format:
```
42
Properties=species:S:1:pos:R:3:mulliken_charge:R:1
C 5.86001 -0.68488 -0.72222 -1.18
C 4.61684 -0.75427 0.17872 -0.31
C 3.34569 -1.19225 -0.54712 -0.66
N 2.63178 -0.10124 -1.24690 -0.33
C 1.90185 0.74950 -0.38408 0.53
C 2.33110 2.01928 -0.01036 0.27
N 3.52755 2.55065 -0.42268 -0.45
C 1.51752 2.79376 0.85139 -0.44
C 0.34853 2.26986 1.31250 -0.51
I -0.89080 3.36410 2.58080 0.22
N -0.03828 1.02644 0.94508 0.06
C 0.67917 0.25473 0.10762 -0.23
N 0.25355 -0.98033 -0.25045 -0.05
C -1.05540 -1.40705 0.27146 -1.09
C -2.25470 -0.60445 -0.26333 -0.73
H 6.02787 0.32481 -1.08616 0.30
H 5.80633 -1.37475 -1.55868 0.30
H 6.73003 -0.96270 -0.13746 0.38
H 4.80966 -1.49219 0.95346 0.35
H 4.47607 0.20110 0.67434 0.22
H 3.58319 -1.97663 -1.25941 0.49
H 2.67578 -1.61929 0.18853 0.29
H 3.29087 0.42344 -1.80035 0.46
H 3.84742 2.23800 -1.32614 0.22
H 3.55527 3.55910 -0.38649 0.26
H 1.84557 3.78079 1.12333 0.33
H -0.90972 0.68125 1.32718 0.16
H 0.34117 -1.11845 -1.25062 0.31
H -1.18436 -2.44234 -0.02001 0.39
H -1.01066 -1.42694 1.35645 0.46
H -2.83381 -0.24343 0.58778 0.34
H -1.92601 0.29078 -0.78350 0.36
H -2.94456 -1.19380 -0.85540 0.28
B -7.39455 -0.74355 1.07635 0.52
O -6.87889 0.40130 0.25334 -0.42
C -5.97637 -0.04077 -0.58782 0.65
O -5.34801 0.62078 -1.37601 -0.64
C -5.82008 -1.55321 -0.38219 0.68
O -5.04851 -2.25304 -0.99123 -0.68
O -6.63044 -1.93512 0.56995 -0.41
F -8.74781 -0.91639 0.87410 -0.33
F -7.10990 -0.53258 2.41627 -0.35
```

calculated total energy	-41103.61603	eV
HOMO-LUMO gap	7.314	eV
LUMO	-1.19	eV
ΔE to the lowest compared entry with this formula, charge and spin	0.00	kcal/mol
strongest force on any atom	1.14	eV/Å

# 2
C12H18BO4P | wB97M-V/def2-TZVPD

The geometry in XYZ format:
```
36
Properties=species:S:1:pos:R:3:mulliken_charge:R:1
C -5.40291 1.65674 -3.08027 -0.91
P -3.63413 1.33120 -3.45375 -0.02
O -3.58968 0.61554 -4.95078 -0.51
B -3.10654 0.01582 -2.22945 0.48
C -2.04182 -1.07916 -2.62810 -1.10
C -1.32382 -1.63587 -1.42216 0.77
C -1.86132 -2.67601 -0.66739 -0.47
C -1.17438 -3.17007 0.43491 -0.51
C 0.05830 -2.62538 0.77190 -0.59
C 0.60422 -1.57922 0.03940 -0.36
C -0.09168 -1.08873 -1.05917 -0.58
H -5.84313 2.39166 -3.74582 0.31
H -5.97467 0.73413 -3.09607 0.28
H -5.40699 2.06838 -2.07374 0.29
H -2.99409 1.10387 -5.52190 0.32
H -3.53663 -0.00082 -1.11678 -0.10
H -1.30914 -0.66407 -3.31958 0.33
H -2.58514 -1.86317 -3.16501 0.38
H -2.81608 -3.09510 -0.95565 0.37
H -1.59833 -3.96823 1.02502 0.38
H 0.60717 -3.01572 1.61782 0.36
H 1.55600 -1.15361 0.29613 0.51
H 0.32522 -0.29030 -1.65717 0.32
C 4.69525 2.27720 4.28243 -1.44
C 4.02482 1.14728 3.54078 0.48
C 4.46756 0.98092 2.10317 -0.50
O 3.29588 0.44153 1.48211 -0.29
C 2.21841 0.85428 2.20100 0.63
O 1.09293 0.74872 1.84527 -0.47
O 2.61824 1.39861 3.37652 -0.35
H 4.40359 2.27612 5.33203 0.35
H 5.78000 2.18384 4.22599 0.37
H 4.39608 3.23785 3.86252 0.36
H 4.13318 0.20951 4.09231 0.25
H 5.30515 0.29767 1.98661 0.31
H 4.70850 1.93455 1.62690 0.31
```

calculated total energy	-30891.16797	eV
HOMO-LUMO gap	8.402	eV
LUMO	0.32	eV
strongest force on any atom	0.69	eV/Å

# 3
C12H18Br2FN7O3PS | wB97M-V/def2-TZVPD

The geometry in XYZ format:
```
45
Properties=species:S:1:pos:R:3:mulliken_charge:R:1
C 3.55800 -3.36926 -0.17337 -0.98
C 2.29744 -2.29828 0.04317 0.03
Br 2.57433 -1.51183 1.88478 -0.10
C 2.36285 -1.19085 -1.16757 -0.78
Br 1.50838 -1.84636 -2.89822 -0.01
N 1.82531 0.19692 -0.75493 0.51
C 2.83062 1.31257 -0.78410 -0.36
O 2.78693 2.16458 -1.83986 -0.37
N 3.85973 1.39436 0.32943 -0.04
C 5.26533 1.07977 -0.17156 0.50
O 5.60672 0.84776 -1.44158 -0.40
F 6.33533 1.01695 0.88111 -0.22
C 0.50596 0.23334 -0.41767 0.25
N -0.56811 -0.83386 -0.40399 -0.11
C -1.92536 -0.32328 0.02603 0.33
C -3.31725 -1.18482 0.11338 -0.52
C -3.17605 -2.39260 -1.03487 -0.56
C -4.62006 -2.91442 -1.61042 0.44
N -4.64057 -4.31540 -2.23628 -0.58
O -5.76737 -2.23120 -1.62984 -0.47
N -1.59069 1.12212 0.31982 0.06
C -2.71239 2.01395 0.84296 -0.72
C -2.50182 2.05954 2.50148 -0.02
N -2.00303 0.91460 3.07171 -0.45
N -0.23939 1.44525 0.05681 0.27
P 0.18164 3.12757 0.39960 0.06
S 0.14964 4.28787 -1.20986 -0.28
H 4.54061 -2.72862 -0.05385 0.33
H 3.56124 -4.15550 0.72186 0.34
H 3.51037 -3.93050 -1.20239 0.30
H 1.29562 -2.93008 -0.00362 0.34
H 3.51880 -1.07497 -1.44213 0.47
H 3.83243 2.37382 0.70550 0.38
H -4.29164 -0.58795 -0.13930 0.37
H -3.40870 -1.77512 1.14705 0.30
H -2.54645 -3.29718 -0.62989 0.27
H -2.58952 -1.91142 -1.94505 0.29
H -4.20565 -4.31259 -3.18607 0.29
H -4.02753 -4.96643 -1.67073 0.30
H -3.75907 1.54397 0.59779 0.29
H -2.70967 3.09262 0.37028 0.31
H -2.70876 3.00861 3.15969 0.39
H -1.87702 1.04801 4.09932 0.26
H -0.63837 3.80187 1.37266 0.21
H 1.54128 3.12882 0.95068 0.07
```

calculated total energy	-192216.91321	eV
charge	+1
HOMO-LUMO gap	7.630	eV
LUMO	-4.63	eV
ΔE to the lowest compared entry with this formula, charge and spin	268.68	kcal/mol
strongest force on any atom	9.87	eV/Å

# 4
C12H18CoO2 | wB97M-V/def2-TZVPD

The geometry in XYZ format:
```
33
Properties=species:S:1:pos:R:3:mulliken_charge:R:1
Co 0.00168 0.23691 0.62375 0.12
C 0.76037 0.93508 2.39714 0.64
C 0.31097 2.11126 1.66020 1.01
C 1.07016 2.19984 0.48398 0.89
C 1.97433 1.08951 0.45408 1.08
C 1.78424 0.31154 1.65578 0.37
C 2.61870 -0.82606 2.15793 -1.51
C 2.99508 0.82779 -0.59151 -1.88
C 0.94346 3.23139 -0.58378 -1.78
C -0.73505 3.06522 2.11784 -1.91
C 0.34204 0.50725 3.76193 -1.52
H 3.19311 -0.51554 3.03260 0.33
H 3.32587 -1.16970 1.40602 0.39
H 2.00447 -1.67640 2.45058 0.35
H 3.87127 1.45275 -0.39186 0.36
H 2.63418 1.08463 -1.58687 0.41
H 3.31939 -0.21007 -0.59088 0.42
H 0.28770 2.89145 -1.38897 0.32
H 1.91629 3.45379 -1.01985 0.43
H 0.52628 4.15337 -0.18378 0.44
H -0.25164 3.93753 2.56564 0.35
H -1.38424 2.62431 2.87053 0.39
H -1.35212 3.41671 1.29200 0.43
H 1.09211 0.82651 4.49030 0.35
H 0.26625 -0.57726 3.82685 0.35
H -0.61176 0.93796 4.05847 0.40
C -2.31171 -2.78686 -0.58832 -0.63
O -2.28545 -1.37739 -0.94309 -0.24
C -1.39817 -0.64587 -0.37993 0.20
O -1.27689 0.57099 -0.64897 -0.41
H -3.35643 -3.07592 -0.60168 0.24
H -1.87791 -2.92279 0.39857 0.33
H -1.75247 -3.33177 -1.34311 0.28
```

calculated total energy	-54449.92305	eV
charge	+1
HOMO-LUMO gap (alpha / beta)	6.897 / 8.729	eV
LUMO (alpha / beta)	-5.54 / -3.82	eV
strongest force on any atom	2.81	eV/Å

# 5
C12H18F4N3O5S | wB97M-V/def2-TZVPD

The geometry in XYZ format:
```
43
Properties=species:S:1:pos:R:3:mulliken_charge:R:1
C 3.57780 -1.30385 0.82223 -0.72
S 2.42442 -2.21569 -0.33074 1.23
O 3.24968 -2.48063 -1.65312 -0.69
O 2.36768 -3.66562 0.30182 -0.72
N 0.86103 -1.49736 -0.60668 0.30
C -0.11473 -2.12900 0.30957 -0.68
C -1.68362 -1.72334 0.26206 -0.08
C -2.52103 -2.45799 1.50963 0.83
F -3.97415 -2.59443 1.19762 -0.25
F -2.28323 -1.59293 2.70567 -0.27
F -1.97365 -3.82327 1.80744 -0.28
C 0.86413 -0.00326 -0.70332 0.64
C 0.69468 0.62918 0.80235 -0.57
C 1.34556 2.11607 1.02175 -0.28
N 1.05770 2.48950 2.49160 -0.64
C 2.17426 0.62626 -1.53957 -0.68
C 1.77329 1.99297 -2.40782 0.44
O 1.77893 3.23748 -1.93772 -0.51
F 1.44783 1.85563 -3.87771 -0.29
C -0.38876 0.63363 -1.61868 -0.02
O -0.77962 0.07535 -2.79768 -0.74
O -1.18141 1.82071 -1.15315 -0.70
H 3.33451 -0.18398 1.02564 0.20
H 3.70958 -1.87391 1.86242 0.28
H 4.66829 -1.32306 0.33641 0.31
H -0.14274 -3.29884 0.05841 0.36
H 0.24754 -2.07300 1.43920 0.31
H -2.17978 -2.16056 -0.72603 0.32
H -1.94867 -0.59224 0.33144 -0.26
H 1.21257 -0.06810 1.62222 0.25
H -0.43543 0.71873 1.16590 0.24
H 0.66874 2.87060 0.39243 0.20
H 2.48716 2.20683 0.78865 0.25
H 1.92998 2.44654 3.06233 0.24
H 0.33512 1.82960 2.89397 0.29
H 2.45085 -0.15019 -2.40395 0.44
H 3.07432 0.89276 -0.84602 0.29
C -4.83906 2.18567 -1.17413 -0.95
C -4.37849 0.99305 -0.44350 0.48
N -4.01461 0.05078 0.13366 -0.40
H -4.65667 2.09634 -2.25029 0.25
H -5.91323 2.35194 -1.04088 0.36
H -4.32675 3.09161 -0.83343 0.23
```

calculated total energy	-49140.81807	eV
charge	-1
HOMO-LUMO gap	7.612	eV
LUMO	2.41	eV
strongest force on any atom	9.43	eV/Å

# 6
C12H18F5NO4P2SSi | wB97M-V/def2-TZVPD

The geometry in XYZ format:
```
44
Properties=species:S:1:pos:R:3:mulliken_charge:R:1
C -3.24265 -0.14265 -2.87825 -1.17
Si -1.80031 0.10114 -1.70880 0.00
C -0.97939 1.73687 -2.18086 -1.15
C -0.54761 -1.31181 -1.83000 -1.00
C 0.54788 -1.32481 -0.74596 -0.40
C 1.87646 -0.72220 -1.18877 0.88
F 1.74585 0.07224 -2.27220 -0.31
F 2.70388 -1.71791 -1.56952 -0.29
P 2.71401 0.28924 0.20377 0.05
O 1.97885 1.76769 -0.37138 -0.36
N 2.90163 2.82540 -0.45665 0.14
O 2.39439 3.82960 -0.74532 -0.29
C 1.72285 0.53657 1.82217 0.80
F 2.39705 1.37441 2.59606 -0.28
F 1.53178 -0.59796 2.47889 -0.21
F 0.52034 1.05845 1.59856 -0.08
P 3.87470 -1.48090 1.01150 0.52
O 2.92962 -2.80238 1.11739 -0.41
O 4.20691 -1.05978 2.55316 -0.47
S 5.50005 -1.75155 0.02617 -0.41
C -2.33373 0.23759 0.09712 0.58
C -2.45134 -0.88191 0.92864 -0.20
C -2.81721 -0.73258 2.26551 -0.62
C -3.07899 0.53195 2.79042 -0.50
C -2.98544 1.64931 1.96709 -0.62
C -2.61525 1.50299 0.62990 -0.28
H -3.99229 0.61970 -2.68394 0.34
H -3.71385 -1.11814 -2.81240 0.33
H -2.90240 0.02033 -3.89784 0.35
H -1.75107 2.45224 -2.46056 0.40
H -0.49640 2.13574 -1.29486 0.27
H -0.26265 1.62362 -2.98362 0.35
H -0.11256 -1.39824 -2.81944 0.54
H -1.11138 -2.23401 -1.68276 0.45
H 0.78873 -2.36284 -0.53947 0.31
H 0.19965 -0.90291 0.19181 0.12
H 3.96668 0.90919 0.04516 0.18
H 3.04482 -3.25045 1.96193 0.30
H 3.87817 -1.68829 3.20485 0.31
H -2.24877 -1.87196 0.54761 0.30
H -2.89830 -1.60752 2.89291 0.39
H -3.35075 0.65988 3.82521 0.41
H -3.18791 2.63824 2.34838 0.38
H -2.54401 2.38840 0.01840 0.33
```

calculated total energy	-73293.42820	eV
HOMO-LUMO gap	8.958	eV
LUMO	0.01	eV
strongest force on any atom	1.27	eV/Å

# 7
C12H18FNNbO2 | wB97M-V/def2-TZVPD

The geometry in XYZ format:
```
35
Properties=species:S:1:pos:R:3:mulliken_charge:R:1
C 2.56367 2.62155 1.17668 -0.74
C 3.35907 2.25766 -0.20843 0.36
F 4.48501 1.35685 0.16585 -0.31
C 2.47392 1.51695 -1.36452 -0.98
Nb 1.51021 -0.47658 -0.66135 -0.17
C 0.73473 -2.48380 0.07307 -0.88
C 1.95741 -3.58288 -0.25143 0.15
N 3.04172 -3.71565 0.60845 -0.68
O 0.13533 0.67991 0.38725 -0.45
C -0.83583 -0.04282 1.19405 0.42
O -0.63360 -0.60394 2.38961 -0.56
C -2.40246 -0.02934 0.60555 0.43
C -2.80711 1.37887 -0.20020 -0.19
C -4.31125 1.65679 -0.82835 -0.38
C -5.43724 0.44497 -0.61818 -0.33
C -5.01231 -0.95190 0.17439 -0.36
C -3.49322 -1.22726 0.80480 -0.32
H 2.26709 1.61399 1.74013 0.11
H 1.52147 3.13467 0.90228 0.16
H 3.18420 3.26431 1.94039 0.31
H 3.71947 3.29199 -0.66560 0.21
H 3.23846 1.21283 -2.22838 0.35
H 1.65853 2.18853 -1.88287 0.33
H 0.40558 -0.49764 -2.14187 0.00
H 2.77015 -1.37692 -1.60337 0.10
H 2.66040 -0.40973 0.77983 0.04
H 0.56032 -2.58570 1.22468 0.29
H -0.19117 -2.88743 -0.56154 0.26
H 1.98135 -4.23895 -1.22918 0.28
H 2.94791 -3.08021 1.43455 0.27
H -1.98738 2.23366 -0.34182 0.18
H -4.55843 2.67727 -1.38520 0.26
H -6.50409 0.64224 -1.07596 0.26
H -5.82735 -1.78871 0.26794 0.26
H -3.17453 -2.19358 1.37874 0.32
```

calculated total energy	-22573.64375	eV
charge	-1
HOMO-LUMO gap	6.899	eV
LUMO	1.93	eV
strongest force on any atom	7.97	eV/Å

# 8
C12H18FNO2 | wB97M-V/def2-TZVPD

The geometry in XYZ format:
```
34
Properties=species:S:1:pos:R:3:mulliken_charge:R:1
O -4.02901 3.98835 -2.05455 -0.52
C -3.43432 2.87270 -2.67021 -0.37
C -2.91048 1.84652 -1.64811 -0.63
N -2.27636 0.67865 -2.22291 -0.22
H -2.88550 0.28112 -2.92987 0.25
C -0.94093 0.87693 -2.76570 -0.81
C 0.11067 0.88830 -1.65273 -0.65
H -0.08753 1.71432 -0.96820 0.28
C 0.10715 -0.42466 -0.87725 -0.53
C 1.07775 -0.39127 0.29752 -0.65
H 2.09763 -0.18981 -0.06052 0.42
O 1.02628 -1.65271 0.93460 -0.32
C 1.81170 -1.87892 2.01734 0.33
C 2.68857 -0.95394 2.57707 -0.20
C 3.44547 -1.29501 3.68611 -0.67
C 3.32147 -2.55728 4.22857 0.26
C 2.45610 -3.49481 3.69047 -0.44
C 1.70529 -3.15104 2.58732 -0.36
H 1.02111 -3.85465 2.14122 0.40
H 2.37980 -4.47392 4.13572 0.41
F 4.06242 -2.88737 5.31163 -0.33
H 4.12771 -0.58543 4.12694 0.40
H 2.79345 0.03528 2.16156 0.37
H 0.79116 0.40137 1.00275 0.42
H -0.89959 -0.61750 -0.50765 0.31
H 0.38546 -1.24786 -1.53646 0.22
H 1.09177 1.05728 -2.10097 0.41
H -0.85145 1.80409 -3.35282 0.26
H -0.73100 0.03760 -3.43255 0.49
H -3.75483 1.49449 -1.04257 0.42
H -2.20275 2.34053 -0.98010 0.21
H -2.61231 3.27632 -3.26574 0.24
H -4.14570 2.37843 -3.35166 0.28
H -4.73918 3.68391 -1.47827 0.31
```

calculated total energy	-21037.90174	eV
HOMO-LUMO gap	9.207	eV
LUMO	0.82	eV
ΔE to the lowest compared entry with this formula, charge and spin	1.45	kcal/mol
strongest force on any atom	0.47	eV/Å